Version w
{
  "formula": "C3H4OS2",
  "method": "ωB97M-V/def2-TZVPD",
  "charge": 0,
  "e_homo_ha": [-0.2879, -0.2878],
  "lumo_ev": [-1.36, -1.36],
  "orbital_gap_ev": [6.47, 6.47],
  "species": ["C", "C", "C", "O", "S", "S", "H", "H", "H", "H"],
  "xyz": [[-0.637, -1.621, -0.693], [0.449, -1.120, -0.091], [0.478, 0.274, 0.530], [-0.463, 2.755, 0.300], [1.955, 1.192, 0.100], [0.002, 1.505, -0.558], [-0.880, -2.614, -0.859], [-1.550, -0.996, -0.917], [1.190, -1.754, 0.404], [-0.543, 2.380, 1.783]]
}


Version x
{
  "formula": "C3H4OS2",
  "method": "ωB97M-V/def2-TZVPD",
  "charge": 0,
  "e_homo_ha": -0.3341,
  "lumo_ev": -0.62,
  "orbital_gap_ev": 8.48,
  "species": ["O", "C", "C", "S", "C", "S", "H", "H", "H", "H"],
  "xyz": [[2.695, -0.470, -0.546], [1.500, -0.501, -0.414], [0.731, 0.624, 0.264], [-0.815, 1.038, -0.585], [-1.904, -0.137, 0.063], [-3.457, -0.295, -0.391], [0.905, -1.326, -0.791], [1.322, 1.516, 0.287], [0.506, 0.321, 1.284], [-1.482, -0.770, 0.827]]
}


Version y
{
  "formula": "C3H4OS2",
  "method": "ωB97M-V/def2-TZVPD",
  "charge": 0,
  "e_homo_ha": -0.3600,
  "lumo_ev": -0.09,
  "orbital_gap_ev": 9.70,
  "species": ["C", "C", "C", "O", "S", "S", "H", "H", "H", "H"],
  "xyz": [[0.149, -0.709, -0.455], [0.314, 0.531, -0.113], [0.240, 1.247, 1.195], [-1.252, 3.111, 2.344], [1.603, 2.015, 1.950], [-0.150, 3.047, 1.387], [0.007, -0.979, -1.514], [-0.057, -1.607, 0.278], [0.553, 1.203, -1.024], [-0.470, 0.671, 1.899]]
}


Version z
{
  "formula": "C3H4OS2",
  "method": "ωB97M-V/def2-TZVPD",
  "charge": 0,
  "e_homo_ha": -0.3373,
  "lumo_ev": -1.40,
  "orbital_gap_ev": 7.78,
  "species": ["C", "C", "C", "H", "H", "H", "H", "O", "S", "S"],
  "xyz": [[-0.354, 1.770, -0.241], [0.094, -0.743, -0.189], [0.524, -1.990, 0.484], [-0.131, 2.148, -1.231], [-1.381, 1.660, 0.042], [-0.148, 2.733, 0.418], [0.826, -2.207, 1.777], [-0.806, -0.681, -0.921], [0.810, 0.685, 0.357], [0.566, -3.375, -0.495]]
}


Q: Which of them is the least stable? A: version w.


Version w
{
  "formula": "C6H11N2O2",
  "method": "ωB97M-V/def2-TZVPD",
  "charge": 1,
  "e_homo_ha": -0.5048,
  "lumo_ev": -3.72,
  "orbital_gap_ev": 10.02,
  "species": ["C", "C", "C", "C", "C", "C", "N", "N", "O", "O", "H", "H", "H", "H", "H", "H", "H", "H", "H", "H", "H"],
  "xyz": [[-0.869, 1.517, 0.369], [0.127, 0.862, 0.924], [-3.301, -0.550, -0.272], [0.535, 0.110, -1.253], [0.820, -1.309, 0.658], [2.505, 0.436, 0.341], [-4.447, -0.547, -0.619], [1.035, 0.100, 0.138], [-2.161, -0.604, -0.210], [-1.820, 2.078, 0.016], [0.360, 0.973, 1.951], [0.680, 1.141, -1.673], [1.209, -0.628, -1.862], [-0.533, -0.308, -1.233], [0.320, -1.270, 1.569], [0.209, -1.827, -0.056], [1.732, -1.848, 0.734], [2.746, 0.449, 1.464], [3.190, -0.293, -0.087], [2.770, 1.422, -0.108], [-5.106, 0.096, -0.790]]
}


Version x
{
  "formula": "C6H11N2O2",
  "method": "ωB97M-V/def2-TZVPD",
  "charge": 1,
  "e_homo_ha": [-0.5473, -0.5473],
  "lumo_ev": [-5.52, -5.52],
  "orbital_gap_ev": [9.37, 9.38],
  "species": ["C", "C", "C", "C", "C", "C", "N", "N", "O", "O", "H", "H", "H", "H", "H", "H", "H", "H", "H", "H", "H"],
  "xyz": [[-1.569, -0.344, -0.844], [-3.042, -0.196, -0.246], [1.308, 0.558, -1.384], [1.221, 1.003, 1.053], [1.057, -1.558, 0.063], [0.758, 0.004, -0.070], [-1.621, 0.738, 1.401], [-0.702, 0.040, -0.028], [-4.106, -0.502, -0.619], [-2.793, 0.279, 1.036], [-1.250, -0.902, -1.764], [1.100, 1.667, -1.462], [2.486, 0.535, -1.423], [0.878, 0.250, -2.331], [2.262, 1.352, 0.743], [1.384, 0.410, 2.011], [0.626, 1.967, 0.969], [0.370, -1.946, 0.808], [0.899, -2.147, -0.786], [2.054, -1.619, 0.498], [-1.323, 0.412, 2.375]]
}


Q: Which of them is the least stable? A: version x.


Version w
{
  "formula": "CH4NO3",
  "method": "ωB97M-V/def2-TZVPD",
  "charge": -1,
  "e_homo_ha": [-0.0893, -0.0894],
  "lumo_ev": [4.60, 4.60],
  "orbital_gap_ev": [7.03, 7.03],
  "species": ["C", "N", "O", "O", "O", "H", "H", "H", "H"],
  "xyz": [[0.178, 0.845, 0.234], [-0.422, -1.535, -0.571], [-1.149, -0.912, -1.393], [-0.296, 1.064, 1.542], [0.834, -0.348, 0.121], [-0.581, 0.932, -0.594], [0.852, 1.666, -0.085], [0.202, -2.147, -1.146], [0.381, 0.434, 1.892]]
}


Version x
{
  "formula": "CH4NO3",
  "method": "ωB97M-V/def2-TZVPD",
  "charge": -1,
  "e_homo_ha": -0.1474,
  "lumo_ev": 4.36,
  "orbital_gap_ev": 8.37,
  "species": ["N", "C", "O", "O", "H", "H", "H", "H", "O"],
  "xyz": [[-2.071, 0.041, -0.165], [-0.640, -0.127, -0.460], [0.076, -0.408, 0.516], [-0.275, 0.076, -1.639], [-2.327, 0.983, -0.456], [-2.562, -0.503, -0.872], [2.688, 0.849, 0.763], [1.662, -0.141, 1.268], [2.559, 0.202, 1.472]]
}


Q: Which of them is the least stable? A: version w.


Version w
{
  "formula": "C2H8N3O2",
  "method": "ωB97M-V/def2-TZVPD",
  "charge": 1,
  "e_homo_ha": -0.5309,
  "lumo_ev": -2.92,
  "orbital_gap_ev": 11.52,
  "species": ["C", "C", "N", "N", "N", "O", "O", "H", "H", "H", "H", "H", "H", "H", "H"],
  "xyz": [[-1.951, -0.108, 0.113], [2.384, -0.564, -0.037], [-3.239, -0.019, -0.197], [-1.133, 0.938, 0.066], [3.398, 0.280, -0.126], [-1.393, -1.250, 0.407], [1.187, -0.419, 0.195], [2.842, -1.632, -0.367], [-3.540, 0.989, -0.400], [-3.901, -0.887, -0.276], [-1.527, 1.915, 0.097], [3.325, 1.276, 0.097], [-0.539, -1.115, 0.843], [4.289, -0.125, -0.422], [-0.202, 0.721, 0.007]]
}


Version x
{
  "formula": "C2H8N3O2",
  "method": "ωB97M-V/def2-TZVPD",
  "charge": 1,
  "e_homo_ha": [-0.4794, -0.4794],
  "lumo_ev": [-4.73, -4.73],
  "orbital_gap_ev": [8.32, 8.32],
  "species": ["C", "C", "N", "N", "N", "O", "O", "H", "H", "H", "H", "H", "H", "H", "H"],
  "xyz": [[0.419, -0.397, -0.276], [-0.900, 1.160, -1.084], [0.666, -1.577, -0.655], [-0.434, 0.497, 0.067], [1.985, -0.211, 2.575], [-0.670, 0.927, 1.190], [1.711, -0.002, 1.263], [-1.917, 1.352, -1.290], [-0.542, 2.235, -1.017], [-0.283, 0.820, -1.853], [1.596, -1.747, -1.022], [-0.078, -2.305, -0.769], [2.712, -0.844, 2.688], [1.215, -0.605, 3.046], [2.529, 0.298, 0.894]]
}


Version y
{
  "formula": "C2H8N3O2",
  "method": "ωB97M-V/def2-TZVPD",
  "charge": 1,
  "e_homo_ha": -0.5463,
  "lumo_ev": -5.26,
  "orbital_gap_ev": 9.61,
  "species": ["C", "N", "C", "N", "O", "N", "O", "H", "H", "H", "H", "H", "H", "H", "H"],
  "xyz": [[0.240, -1.029, 1.168], [0.119, 0.275, 0.549], [0.004, 1.508, 1.228], [-0.129, 0.340, -0.872], [-0.117, 1.403, -1.393], [-0.072, -0.820, -1.535], [-0.467, -0.656, -2.780], [0.876, -1.599, 0.530], [0.570, -0.863, 2.220], [-0.757, -1.737, 1.120], [-0.326, 1.409, 2.260], [0.815, 2.124, 1.173], [-0.800, 2.108, 0.718], [-0.255, -1.704, -1.076], [0.299, -0.759, -3.309]]
}


Q: Which of them is the least stable? A: version x.


Version w
{
  "formula": "CH5BOS",
  "method": "ωB97M-V/def2-TZVPD",
  "charge": 0,
  "e_homo_ha": -0.3156,
  "lumo_ev": 0.41,
  "orbital_gap_ev": 9.00,
  "species": ["O", "B", "C", "S", "H", "H", "H", "H", "H"],
  "xyz": [[1.035, -0.909, 0.402], [-0.014, -0.576, -0.357], [-0.574, 0.820, 0.018], [0.417, 1.763, 1.207], [1.475, -1.841, 0.330], [-0.588, -1.328, -1.120], [-1.558, 0.488, 0.465], [-0.880, 1.680, -0.771], [0.139, 0.921, 2.354]]
}


Version x
{
  "formula": "CH5BOS",
  "method": "ωB97M-V/def2-TZVPD",
  "charge": 0,
  "e_homo_ha": -0.3251,
  "lumo_ev": -0.32,
  "orbital_gap_ev": 8.52,
  "species": ["B", "C", "O", "S", "H", "H", "H", "H", "H"],
  "xyz": [[-0.320, 0.055, 0.459], [-0.851, -0.421, -0.971], [1.139, 0.718, -0.001], [-0.229, 0.076, -2.455], [-1.023, 1.052, 0.531], [-1.507, -1.236, -0.936], [-0.110, -0.835, 1.314], [1.765, 0.102, -0.436], [0.686, 1.168, -0.674]]
}


Q: Which of them is the least stable? A: version x.


Version w
{
  "formula": "C4H16NO3",
  "method": "ωB97M-V/def2-TZVPD",
  "charge": 1,
  "e_homo_ha": -0.5434,
  "lumo_ev": -2.81,
  "orbital_gap_ev": 11.98,
  "species": ["C", "N", "C", "C", "C", "H", "H", "H", "H", "H", "H", "H", "H", "H", "H", "H", "H", "O", "H", "H", "O", "H", "H", "O"],
  "xyz": [[-0.091, 1.521, 1.080], [-0.199, 0.120, 0.523], [1.048, -0.581, 0.957], [2.118, 0.505, 1.137], [1.336, 1.887, 0.847], [-0.770, 2.116, 0.461], [-0.499, 1.553, 2.086], [-0.153, 0.105, -0.497], [-1.046, -0.275, 0.956], [1.330, -1.262, 0.156], [0.911, -1.154, 1.869], [2.489, 0.552, 2.155], [2.888, 0.555, 0.376], [1.538, 2.133, -0.194], [1.826, 2.608, 1.491], [-3.115, -1.442, 0.531], [-3.570, -0.319, 1.434], [-2.865, -0.529, 0.791], [-2.096, 0.032, -2.977], [-1.179, 1.117, -3.007], [-1.202, 0.229, -2.690], [1.732, -2.705, -1.761], [0.563, -1.914, -2.403], [0.819, -2.459, -1.650]]
}


Version x
{
  "formula": "C4H16NO3",
  "method": "ωB97M-V/def2-TZVPD",
  "charge": 1,
  "e_homo_ha": -0.5444,
  "lumo_ev": -2.73,
  "orbital_gap_ev": 12.08,
  "species": ["C", "N", "C", "C", "C", "H", "H", "H", "H", "H", "H", "H", "H", "H", "H", "H", "H", "O", "H", "H", "O", "H", "H", "O"],
  "xyz": [[-0.386, -1.089, -0.167], [0.202, 0.304, 0.092], [0.583, 0.442, 1.576], [0.611, -1.015, 2.100], [0.220, -1.924, 0.892], [-1.484, -1.169, -0.070], [-0.149, -1.361, -1.211], [-0.570, 1.008, -0.209], [1.005, 0.468, -0.579], [-0.207, 1.104, 1.940], [1.520, 1.033, 1.602], [1.579, -1.248, 2.549], [-0.129, -1.050, 2.949], [-0.450, -2.581, 1.401], [1.046, -2.546, 0.414], [2.836, 0.813, -2.513], [3.386, -0.096, -1.405], [2.562, 0.183, -1.672], [-3.345, 0.354, -2.027], [-3.578, -0.899, -1.293], [-2.777, -0.250, -1.508], [-1.023, 2.977, -1.692], [-0.745, 3.654, -0.325], [-0.709, 2.888, -0.846]]
}


Q: Which of them is the least stable? A: version x.